{"formula": "C5H11IN", "method": "ωB97M-V/def2-TZVPD", "homo_lumo_gap_ev": 9.225, "total_charge": 1, "max_force_ev_per_a": 4.28, "species": ["C", "C", "C", "C", "C", "N", "I", "H", "H", "H", "H", "H", "H", "H", "H", "H", "H", "H"], "coordinates": [[-1.068901, 0.396281, -1.554616], [-0.810788, -0.833335, -0.672174], [0.006522, 1.146428, -0.682363], [1.599929, -0.635467, 0.034190], [-0.326693, 0.310511, 1.974033], [0.248121, -0.125751, 0.018228], [-0.856833, -1.492312, 2.893413], [-0.577857, 0.413722, -2.517245], [-1.946218, 0.877930, -1.523600], [-1.583897, -1.017034, 0.009563], [-0.521015, -1.789731, -1.037588], [0.790618, 1.529115, -1.316016], [-0.226517, 1.965006, -0.043625], [1.921022, -0.960308, -0.953799], [2.296007, 0.052459, 0.446270], [1.549326, -1.586543, 0.653636], [0.619498, 0.683812, 2.357055], [-1.112324, 1.065216, 1.914637]], "forces_ev_per_angstrom": [[4.12, -0.09, 0.36], [-0.20, 0.46, -0.64], [-0.49, -0.27, -1.22], [-0.60, -2.78, 0.82], [0.97, -1.39, -1.36], [0.48, 2.12, 3.69], [0.11, 0.70, -0.44], [-0.72, -0.63, -0.53], [-3.54, 1.08, -0.22], [-1.39, -0.31, 0.94], [0.40, -0.55, -0.82], [0.79, -0.38, 0.05], [-0.71, 0.43, 0.62], [-0.11, 0.24, -0.25], [0.43, 0.68, 0.38], [0.40, 1.08, -0.54], [0.01, -0.04, -0.29], [0.05, -0.35, -0.54]]}